Density functional theory data (wB97M-V/def2-TZVPD) for a cluster of 2 separate species, C2H10N4 in total.

Geometry as XYZ:
```
16
Properties=species:S:1:pos:R:3:lowdin_charge:R:1
N 0.34 1.48 -1.35 0.066
C 0.98 2.55 -0.74 -0.405
N 2.14 2.90 -1.10 0.031
H -0.38 0.94 -0.82 0.057
H 0.70 1.19 -2.21 0.061
H 0.49 3.07 0.09 0.109
H 2.32 3.79 -0.62 0.024
N -0.40 -2.92 1.05 -0.001
C -0.87 -1.90 0.14 -0.376
N -1.04 -0.55 0.66 -0.017
H 0.50 -2.67 1.44 0.062
H -1.04 -3.00 1.82 0.059
H -0.07 -1.81 -0.56 0.096
H -1.82 -2.16 -0.34 0.112
H -1.70 -0.49 1.42 0.064
H -0.16 -0.41 1.12 0.057
```

The charge is 0. The calculation puts the molecular weight at 90.13 g/mol. As for the SMILES: [H]/N=C/N.NCN. For the relative energy (zero: lowest compared OMol25 entry of this formula, charge and spin), the calculation gives 0.692 eV. The calculation puts the max |F| at 3.12 eV Å⁻¹.

=====

Density functional theory data (wB97M-V/def2-TZVPD) for a cluster of 2 separate species, C2H10N4O2 in total.

Geometry as XYZ:
```
18
Properties=species:S:1:pos:R:3:lowdin_charge:R:1
C 2.15 -1.18 0.66 -0.155
C -2.30 -0.75 -0.60 -0.094
N 0.56 1.01 -1.57 0.005
N -0.41 1.39 1.33 -0.008
N 0.86 -0.13 -0.89 -0.063
N -0.80 0.18 0.92 -0.081
O 1.99 0.02 -0.01 -0.224
O -1.71 0.49 -0.10 -0.260
H 1.37 -1.25 1.42 0.056
H 3.14 -1.14 1.14 0.088
H 1.94 -2.05 -0.02 0.096
H -2.88 -0.55 -1.54 0.098
H -2.95 -1.26 0.13 0.077
H -1.65 -1.58 -0.91 0.072
H -0.36 1.31 -1.32 0.034
H 1.27 1.79 -1.37 0.114
H -0.62 2.22 0.71 0.119
H 0.40 1.49 2.01 0.126
```

The charge is 0. The calculation puts the molecular weight at 122.13 g/mol. For the relative energy (zero: lowest compared OMol25 entry of this formula, charge and spin), the calculation gives 8.082 eV. The calculation puts the max |F| at 3.35 eV Å⁻¹.

=====

Density functional theory data (wB97M-V/def2-TZVPD) for a cluster of 3 separate species, C2H10N5 in total.

Geometry as XYZ:
```
17
Properties=species:S:1:pos:R:3:lowdin_charge:R:1
C 3.85 0.40 -0.03 -0.248
C 1.00 -0.14 0.14 0.013
N -2.47 0.28 -0.30 0.096
N -0.02 -0.31 -0.55 0.043
N -4.44 -0.27 0.67 0.149
N 2.93 -0.53 -0.58 -0.036
N -3.16 -0.37 0.54 -0.042
H 4.95 -0.01 -0.21 0.140
H 3.66 1.35 -0.56 0.061
H 3.48 0.78 1.02 0.092
H 0.97 -0.02 1.25 0.106
H -3.03 0.83 -1.07 0.181
H -1.34 0.22 -0.39 0.043
H 0.26 -0.41 -1.54 0.114
H -4.72 -0.64 1.57 0.145
H -5.04 0.16 0.06 0.106
H 3.12 -1.33 -0.01 0.036
```

The charge is +1. The calculation puts the molecular weight at 104.14 g/mol. For the relative energy (zero: lowest compared OMol25 entry of this formula, charge and spin), the calculation gives 7.623 eV. The calculation puts the max |F| at 4.25 eV Å⁻¹.

=====

Density functional theory data (wB97M-V/def2-TZVPD) for the ion C2H10N6O with charge +2.

Geometry as XYZ:
```
19
Properties=species:S:1:pos:R:3:lowdin_charge:R:1
C 2.28 -0.08 0.06 -0.300
C -2.37 -0.01 -0.10 -0.417
N 3.17 0.19 -0.93 0.210
N 2.55 -0.89 1.14 0.211
N -3.38 -0.57 -0.81 0.214
N -1.06 -0.29 -0.33 0.172
N -2.60 0.72 0.97 0.227
N 1.11 0.71 0.07 0.034
O -0.05 0.40 0.66 -0.026
H 4.20 0.11 -0.85 0.168
H 2.87 0.69 -1.79 0.158
H 3.57 -1.16 1.32 0.190
H 1.90 -1.10 1.92 0.153
H -3.08 -0.75 -1.85 0.201
H -4.31 -0.28 -0.70 0.112
H -0.57 -1.05 -0.85 0.187
H -3.58 0.99 1.24 0.192
H -1.82 1.02 1.56 0.136
H 1.16 1.35 -0.74 0.178
```

The charge is +2. The calculation puts the molecular weight at 134.14 g/mol. As for the SMILES: NC(=[NH2+])NO[NH+]=C(N)N. For the relative energy (zero: lowest compared OMol25 entry of this formula, charge and spin), the calculation gives 0.000 eV. The calculation puts the max |F| at 5.67 eV Å⁻¹.